# 1
DFT (ωB97M-V/def2-TZVPD) results for 10 unconnected molecules or ions with the total composition C34H85N17O10.

Summary:
* orbital gap: 8.66 eV
* SMILES: CC1(C)CCCC(C)(C)N1O.CC1(C)CCCC(C)(C)N1O.CC1(C)CCCC(C)(C)N1O.NC(N)=O.NC(N)=O.NC(N)=O.NC(N)=O.NC(N)=O.NC(N)=O.NC(N)=O
* total energy: -82443.887 eV
* HOMO energy: -8.6 eV

Geometry as ORCA input:
```
! wB97M-V def2-TZVPD RIJCOSX def2/J DEFGRID3
* xyz 0 1
O 5.20 0.82 2.94
H 1.31 0.16 -0.97
H -1.76 -2.26 -2.80
O -0.81 5.03 -6.13
C -0.47 1.28 -1.08
N -2.89 4.79 -5.25
N 5.04 0.28 1.63
H -1.91 -4.11 5.89
C 0.77 -3.90 -0.28
N -4.74 -2.44 1.95
H 4.45 0.46 3.44
H -1.14 -0.56 -1.99
C -1.64 -4.05 -0.71
C -2.26 -3.23 -2.92
H -1.37 6.88 0.22
H 2.12 -2.62 -2.14
C -1.40 -4.30 -2.22
H 3.37 2.35 1.02
H 3.90 0.21 -1.05
H 1.59 -4.13 0.39
H -4.29 6.56 -1.10
H 3.22 -3.90 -1.32
H -5.19 -2.46 1.04
H -1.56 -6.13 -3.55
H 0.26 -5.02 -4.01
H 2.30 -6.08 -0.98
H -5.59 0.71 -5.01
O 2.60 1.31 4.29
N -0.99 0.91 0.27
H 4.98 -3.08 2.23
H 4.30 2.98 -0.21
N 0.02 -4.02 -2.57
C 5.20 -1.72 0.27
H -2.13 2.52 -4.66
C 6.74 1.58 0.48
C -1.67 4.33 -5.60
C -1.68 -2.99 4.14
C -2.68 2.64 0.51
C -2.53 0.92 2.32
H -0.99 -0.94 -0.02
H 7.70 -0.99 1.13
H 7.44 0.83 0.11
C 1.51 -5.94 -1.72
H 2.87 -3.89 -3.00
H 1.68 0.19 1.51
H -1.43 -6.38 -1.83
O -4.53 2.65 -4.14
C -3.33 6.37 0.68
H 5.14 -2.08 3.66
H 1.52 1.86 -1.82
H 7.20 -2.39 1.99
O -2.16 -2.78 3.04
H 4.12 -1.85 0.20
H 7.07 1.97 1.44
C -0.92 0.47 -2.28
H -0.73 -2.09 5.75
H -3.57 0.86 -0.83
H 5.64 -2.72 0.20
H 3.19 4.72 1.71
H 0.76 -6.73 -1.60
H -2.51 6.94 -0.98
H 6.71 -0.76 -0.96
H -2.52 -4.67 -0.53
H -0.61 4.58 1.45
C 5.28 1.16 0.50
H -1.57 6.62 1.87
H -6.11 0.03 -3.47
H -5.64 1.03 -1.74
N 2.33 0.30 2.27
O -0.56 -0.40 0.66
H 0.19 1.36 4.34
H -3.77 -2.62 2.18
O -4.28 6.17 1.39
N -1.95 -4.07 4.89
H -3.19 5.74 -5.42
O 0.22 -4.06 -3.96
H -2.95 -5.76 -2.51
H 1.99 -6.13 -2.68
H -0.87 -4.21 1.24
N -5.52 0.64 -4.01
N -1.45 3.10 -5.13
C -3.45 0.28 0.09
N -5.07 -1.92 4.10
C 4.42 2.46 0.74
C 4.80 -2.08 2.62
H -2.49 -4.71 4.32
H -2.30 1.85 2.83
H -3.48 0.56 2.70
C 5.57 -1.11 1.66
N -1.96 6.53 0.95
H 0.06 3.35 2.49
C -2.34 1.11 0.72
O -6.84 -2.09 2.69
C 1.14 -4.46 -1.73
C -5.63 -2.08 2.87
C 5.64 -0.92 -0.89
H 4.91 2.98 1.56
H -4.38 0.47 0.62
C 7.04 -1.31 1.94
H 5.24 0.95 -1.72
H -3.76 2.75 0.58
H -3.41 4.06 -4.80
H -1.84 -3.01 -0.42
H -2.58 4.19 -0.94
H -1.89 0.87 -2.59
H -0.57 -1.34 4.18
C -0.91 2.76 -1.31
H -5.23 2.76 -1.63
O 1.24 5.79 0.79
H -0.28 3.41 -0.71
N 0.55 0.85 3.54
H -2.20 -3.14 -4.01
C 4.94 0.44 -0.80
H 6.80 2.29 -0.35
H 0.62 -2.83 -0.42
C -5.13 1.81 -3.48
H -3.13 -0.69 -0.28
H -2.96 2.71 -1.71
H 2.27 3.61 2.80
H -4.11 -1.61 4.16
C -0.54 -4.53 0.25
C -1.87 -5.72 -2.59
C 2.43 -3.66 -2.03
N -5.35 1.90 -2.13
H 3.71 -2.00 2.56
H -0.62 2.60 -5.40
H 1.38 1.65 -0.12
H -5.72 -1.93 4.86
C 1.06 1.22 -1.07
H -3.29 -3.12 -2.59
C 1.29 4.85 1.57
H -0.45 -5.62 0.34
H 7.32 -0.75 2.83
H -0.07 0.66 2.76
H -0.25 0.34 -3.12
H 3.35 0.45 2.17
C 1.89 0.95 3.35
H -1.76 0.33 2.83
N -3.40 6.64 -0.63
H -2.23 3.21 1.32
N 2.35 4.30 2.08
H -0.90 3.05 -2.36
N 0.19 4.14 1.88
C -2.36 3.12 -0.90
H 5.29 -1.35 -1.83
N -0.84 -2.13 4.75
*
```

Atomic partial charges in e from the Mulliken method, atoms 1 to 8: number 1, O, carries -0.65; number 2, H, carries -0.13; number 3, H, carries 0.24; number 4, O, carries -0.71; number 5, C, carries 2.31; number 6, N, carries -0.31; number 7, N, carries 1.33; number 8, H, carries 0.18

# 2
DFT (ωB97M-V/def2-TZVPD) results for 3 unconnected molecules or ions with the total composition C4H13N2O2.

Summary:
* orbital gap: 4.59 eV
* total energy: -11423.629 eV
* HOMO energy: -13.0 eV

Geometry as ORCA input:
```
! wB97M-V def2-TZVPD RIJCOSX def2/J DEFGRID3
* xyz 1 1
C -0.61 -0.16 -2.53
N 0.68 -0.31 1.96
H 1.42 1.62 -1.19
C 0.08 0.30 0.81
H -0.83 1.45 -1.14
H -0.97 -3.63 2.50
H 1.09 0.41 2.57
H -0.53 0.47 -3.45
H 2.78 1.77 -2.00
H 0.47 -0.32 -2.20
O -0.71 -2.70 2.71
H 1.58 2.72 -2.53
H -0.54 -2.75 3.65
H -1.09 -1.43 0.15
H -1.02 -1.14 -2.92
H -2.49 0.44 -1.45
O 0.63 1.42 0.48
H -0.04 -0.91 2.43
N 1.80 1.78 -2.15
C -0.90 -0.37 -0.04
C -1.33 0.43 -1.35
*
```

Atomic partial charges in e from the natural (NBO) method, atoms 1 to 8: number 1, C, carries -0.64; number 2, N, carries -0.72; number 3, H, carries 0.36; number 4, C, carries 0.45; number 5, H, carries 0.29; number 6, H, carries 0.50; number 7, H, carries 0.43; number 8, H, carries 0.29

# 3
DFT (ωB97M-V/def2-TZVPD) results for a molecular structure, C3H2O3Sr.

Summary:
* orbital gap: 4.64 eV
* total energy: -10118.758 eV
* HOMO energy: -5.8 eV

Geometry as ORCA input:
```
! wB97M-V def2-TZVPD RIJCOSX def2/J DEFGRID3
* xyz 0 1
C -0.41 -0.10 -1.83
Sr -0.21 0.18 1.08
C 0.08 1.11 3.71
H 1.03 -0.96 -2.43
O 0.86 -1.21 -0.20
O -0.80 0.82 -0.90
H -1.03 -0.19 -2.73
O 0.10 1.53 4.74
C 0.37 -1.18 -1.45
*
```

Atomic partial charges in e from the Mulliken method, atoms 1 to 8: number 1, C, carries 0.11; number 2, Sr, carries 1.74; number 3, C, carries -0.06; number 4, H, carries 0.14; number 5, O, carries -0.89; number 6, O, carries -1.02; number 7, H, carries 0.35; number 8, O, carries 0.03

# 4
DFT (ωB97M-V/def2-TZVPD) results for 2 unconnected molecules or ions with the total composition C3H10NO.

Summary:
* <S²>: 0.755
* orbital gap (spin up / spin down): 12.32 / 6.41 eV
* total energy: -6787.801 eV
* HOMO energy (spin up / spin down): -21.5 / -21.5 eV

Geometry as ORCA input:
```
! wB97M-V def2-TZVPD RIJCOSX def2/J DEFGRID3
* xyz 2 2
H 2.88 -1.68 -1.70
N -0.99 0.50 0.43
H -3.08 1.10 0.34
H 2.16 -1.62 -0.04
H -2.45 0.77 1.97
H -0.31 1.48 2.11
O 0.97 -0.78 -1.31
C -2.39 0.49 0.91
H 0.93 0.95 0.81
H -0.79 -0.26 -0.22
H -2.76 -0.53 1.03
C -0.09 1.07 1.13
C 2.30 -1.07 -0.95
H 0.93 -0.16 -2.09
H 2.88 -0.12 -0.81
*
```

Atomic partial charges in e from the natural (NBO) method, atoms 1 to 8: number 1, H, carries 0.39; number 2, N, carries -0.39; number 3, H, carries 0.28; number 4, H, carries 0.26; number 5, H, carries 0.25; number 6, H, carries 0.27; number 7, O, carries -0.23; number 8, C, carries -0.47

# 5
DFT (ωB97M-V/def2-TZVPD) results for CH2N2O3Si in the gas phase.

Summary:
* orbital gap: 10.71 eV
* SMILES: N#C[Si@@H](O)[N+](=O)[O-]
* total energy: -18067.719 eV
* HOMO energy: -11.3 eV

Geometry as ORCA input:
```
! wB97M-V def2-TZVPD RIJCOSX def2/J DEFGRID3
* xyz 0 1
H -1.28 0.90 -1.95
H -0.54 -1.28 0.69
N 2.51 1.26 -1.80
O -1.08 2.86 0.02
O -0.27 -0.91 -0.19
Si -0.26 0.53 -0.90
C 1.41 1.13 -1.49
N -0.60 1.80 0.34
O -0.09 1.73 1.44
*
```

Atomic partial charges in e from the natural (NBO) method, atoms 1 to 8: number 1, H, carries -0.15; number 2, H, carries 0.56; number 3, N, carries -0.22; number 4, O, carries -0.37; number 5, O, carries -1.11; number 6, Si, carries 1.68; number 7, C, carries -0.20; number 8, N, carries 0.19